[1]
ORCA calculation (ωB97M-V/def2-TZVPD) on a structure of composition C11H16IrO8P in a non-equilibrium geometry.

Structure (XYZ):
```
37
Properties=species:S:1:pos:R:3
O 0.644 4.999 -1.392
C 0.345 3.889 -1.288
Ir -0.256 -0.906 -2.598
C -0.124 -2.802 -2.155
O -0.040 -3.930 -1.928
C -0.361 -1.269 -4.561
O -0.414 -1.482 -5.692
C 1.393 0.085 -2.604
O 2.386 0.680 -2.596
C -1.933 0.050 -2.445
O -2.931 0.629 -2.353
H 0.235 2.718 -1.591
C -2.391 2.104 1.459
C -1.289 1.714 0.516
O -1.380 0.242 0.349
P -0.207 -0.672 -0.261
O -0.353 -2.058 0.517
C -1.132 -2.269 1.770
C -0.687 -1.378 2.890
O 1.152 0.020 0.264
C 2.373 -0.786 0.534
C 3.488 0.181 0.815
H -3.366 1.804 1.065
H -2.383 3.188 1.584
H -2.238 1.646 2.442
H -1.407 2.182 -0.468
H -0.302 1.972 0.918
H -2.192 -2.132 1.530
H -0.952 -3.322 2.002
H -1.101 -0.371 2.777
H -1.065 -1.790 3.830
H 0.405 -1.329 2.960
H 2.161 -1.432 1.399
H 2.592 -1.413 -0.342
H 3.232 0.852 1.640
H 4.382 -0.383 1.089
H 3.719 0.773 -0.075
```

Calculated values
Calculated total energy in eV: -40133.2047
Charge: +3
Spin multiplicity: 6
LUMO energy (alpha / beta) in hartree: -0.4212 / -0.6213
⟨S²⟩: 8.768

natural (NBO) population analysis, charges in e, atoms 1 to 4: O -0.314; C 0.386; Ir 0.597; C 0.490



[2]
ORCA calculation (ωB97M-V/def2-TZVPD) on a structure of composition C22H25B2F4N10O4SeTi in a non-equilibrium geometry.

Structure (XYZ):
```
69
Properties=species:S:1:pos:R:3
Ti -0.292 -0.048 0.475
C 3.682 -1.918 0.317
C 2.444 -1.282 -0.229
N 1.660 -0.526 0.511
O 2.076 -0.241 1.800
B 1.070 -0.538 2.912
F 0.374 -1.676 2.490
F 1.752 -0.627 4.070
O -0.005 0.581 3.082
N -1.078 0.286 2.268
C -2.073 -0.389 2.707
C -2.449 -0.492 4.134
C -2.717 -1.192 1.609
N -1.954 -1.227 0.580
O -2.229 -2.050 -0.460
B -0.885 -2.420 -1.036
F -0.098 -2.984 -0.051
F -0.919 -3.183 -2.149
O -0.235 -1.001 -1.322
N 0.899 -1.031 -2.180
C 2.099 -1.466 -1.594
C 3.015 -2.184 -2.527
C -3.976 -1.965 1.754
H 3.741 -1.791 1.392
H 3.672 -2.982 0.078
H 4.573 -1.485 -0.141
H -1.665 -0.075 4.759
H -3.378 0.061 4.299
H -2.629 -1.530 4.417
H 2.734 -1.984 -3.558
H 4.057 -1.906 -2.380
H 2.925 -3.263 -2.361
H -4.745 -1.369 2.247
H -4.330 -2.293 0.781
H -3.795 -2.851 2.368
N 2.571 2.495 1.169
C 1.302 2.794 1.454
N 1.097 3.734 2.371
C -0.166 4.102 2.529
N -0.457 4.946 3.520
N -1.200 3.718 1.731
C -0.876 2.786 0.880
N 0.322 2.177 0.724
C -1.913 2.372 -0.117
C -2.944 3.215 -0.474
C -3.742 2.841 -1.546
C -3.483 1.648 -2.198
C -2.466 0.834 -1.733
N -1.697 1.190 -0.702
H 3.268 2.838 1.810
H 2.769 1.650 0.666
H 0.275 5.264 4.129
H -1.402 5.263 3.643
H -3.082 4.141 0.064
H -4.548 3.484 -1.878
H -4.061 1.332 -3.055
H -2.259 -0.125 -2.183
Se 1.076 0.536 -3.138
C -0.292 0.186 -4.422
C -0.855 -1.070 -4.588
C -1.862 -1.231 -5.533
C -2.289 -0.158 -6.304
C -1.710 1.091 -6.131
C -0.712 1.271 -5.182
H -0.524 -1.910 -3.994
H -2.307 -2.209 -5.669
H -3.069 -0.295 -7.041
H -2.035 1.931 -6.731
H -0.270 2.252 -5.047
```

Calculated values
Calculated total energy in eV: -146997.9001
Charge: +1
Spin multiplicity: 3
Energy above the lowest of the compared OMol25 structures with the same formula, charge and spin in kcal/mol: 41.5
LUMO energy (alpha / beta) in hartree: -0.1308 / -0.1525
⟨S²⟩: 2.021

natural (NBO) population analysis, charges in e, atoms 1 to 4: Ti 1.541; C -0.673; C 0.231; N -0.301



[3]
ORCA calculation (ωB97M-V/def2-TZVPD) on a cluster of 7 separate species, C30H49N7O11 in total in a non-equilibrium geometry.

Structure (XYZ):
```
97
Properties=species:S:1:pos:R:3
C 1.278 -4.555 -2.949
C 1.217 -3.427 -1.978
C 1.511 -4.218 -0.622
C 1.678 -3.115 0.665
C 2.369 -1.872 0.176
C 3.294 -1.938 -1.153
N 2.238 -2.434 -2.151
O 2.466 -2.158 -3.336
C 4.359 -3.065 -0.906
C 3.920 -0.676 -1.557
C -0.132 -2.779 -2.036
H 1.389 -4.242 -3.953
H 0.592 -5.155 -3.142
H 2.157 -4.938 -2.902
H 2.511 -4.840 -0.488
H 0.748 -4.736 -0.439
H 2.133 -3.586 1.507
H 0.730 -2.757 1.000
H 2.953 -1.280 0.934
H 1.638 -1.116 -0.151
H 5.248 -2.443 -0.843
H 4.735 -3.719 -1.686
H 4.396 -3.599 -0.090
H 3.216 0.137 -1.831
H 4.521 -0.842 -2.428
H 4.504 -0.156 -0.765
H -0.246 -2.259 -3.069
H -0.101 -1.880 -1.302
H -1.042 -3.465 -1.650
N -0.725 0.571 -0.125
O 0.236 1.194 -0.671
O -1.759 0.416 -0.698
O -0.518 -0.256 0.895
C 0.305 -0.633 4.009
C -0.924 -1.482 4.127
C -1.160 -2.707 5.071
C 0.103 -2.883 6.018
C 1.317 -2.003 5.919
C 1.435 -0.864 4.935
N -0.076 -3.958 7.097
O -0.868 -4.744 6.752
O 0.826 -3.955 7.932
H 0.557 0.087 3.245
H -1.584 -1.464 3.390
H -1.990 -3.325 5.066
H 2.066 -2.263 6.630
H 2.372 -0.260 4.773
C -3.043 -0.594 -5.166
C -2.347 -0.285 -3.827
C -0.860 0.253 -3.958
C -0.156 0.240 -5.225
C -0.908 -0.027 -6.533
C -2.365 -0.410 -6.429
N 1.309 0.516 -5.351
O 2.007 0.822 -4.352
O 1.807 0.334 -6.454
H -3.977 -0.909 -5.064
H -2.906 -0.229 -2.988
H -0.554 0.464 -2.963
H -0.551 -0.098 -7.477
H -3.028 -0.770 -7.438
C -3.918 -0.364 1.962
O -4.040 -1.483 2.593
N -4.629 0.755 2.402
C -4.436 2.058 1.653
C -5.577 0.836 3.507
H -3.288 -0.037 1.190
H -5.217 2.766 1.625
H -4.244 1.900 0.573
H -3.774 2.258 2.337
H -6.573 0.722 3.018
H -5.593 1.665 4.036
H -5.499 0.038 4.181
C -1.910 5.873 -0.186
O -1.878 5.458 1.032
N -1.859 5.012 -1.119
C -2.066 5.468 -2.554
C -1.924 3.530 -0.954
H -1.953 6.917 -0.418
H -2.806 6.114 -2.583
H -2.308 4.561 -3.195
H -1.050 5.801 -2.921
H -1.542 2.948 -1.852
H -2.999 3.360 -0.952
H -1.237 3.282 -0.114
C 3.731 4.332 2.414
O 4.895 4.022 2.450
N 2.773 3.515 1.996
C 1.349 3.842 1.774
C 3.091 2.135 1.624
H 3.504 5.265 2.835
H 0.651 3.652 2.600
H 0.916 3.653 0.800
H 1.424 5.031 1.654
H 2.491 1.630 0.728
H 3.045 1.648 2.660
H 4.159 2.155 1.245
```

Calculated values
Calculated total energy in eV: -64830.3720
Spin multiplicity: 1
Energy above the lowest of the compared OMol25 structures with the same formula, charge and spin in kcal/mol: 22.7
LUMO energy in hartree: -0.1374

Mulliken population analysis, charges in e, atoms 1 to 4: C -2.959; C 1.412; C -1.804; C -0.849